Formula: C18H56N12O10
Source: the Open Molecules 2025 dataset
Level of theory: ωB97M-V/def2-TZVPD

XYZ file:
```
96
Properties=species:S:1:pos:R:3:forces:R:3
C -0.969038 -3.135203 3.675463 6.55 -6.33 3.38
O 0.093694 -3.865455 4.039387 -3.50 2.94 -1.90
N -1.764388 -2.784662 4.608269 -4.39 2.98 5.19
N -1.394808 -2.880116 2.506591 -2.69 1.38 -4.04
H -1.430496 -2.920479 5.576208 -0.42 0.15 -1.04
H -2.662623 -2.196277 4.480841 2.34 -1.46 0.32
H -1.097164 -3.316727 1.652394 0.53 -0.27 -0.40
H -2.407277 -2.633871 2.512970 1.56 -0.35 -0.41
C -2.287516 -0.311706 -3.115658 -6.60 1.10 -3.55
O -3.223143 -0.086848 -4.065009 4.58 -0.92 4.32
N -1.046445 -0.623939 -3.232635 7.49 -1.38 -4.59
N -2.525741 -0.272208 -1.804309 -0.92 0.26 2.88
H -0.518948 -0.593791 -4.208782 -2.17 -0.19 2.45
H -0.267796 -0.628904 -2.420099 -2.49 -0.35 -1.78
H -3.393051 0.081370 -1.453727 -0.34 -0.02 -0.13
H -1.770727 -0.438541 -1.089850 -1.67 0.46 -1.40
C 0.925939 2.410553 -3.330529 3.95 -0.54 -8.12
O 1.196280 1.977137 -4.577017 -0.60 1.39 5.45
N 1.653298 3.354408 -2.726592 1.34 0.34 0.21
N -0.109528 1.944101 -2.700811 -2.88 -1.13 1.92
H 2.567679 3.547057 -3.174596 -1.22 -0.06 0.23
H 1.684859 3.532011 -1.693518 -0.20 -0.20 -1.96
H -0.591728 1.128970 -3.094945 -0.04 0.91 -0.51
H -0.681077 2.674602 -2.353101 -0.88 0.41 0.67
C 2.986162 -1.704480 2.807282 2.09 -2.47 9.24
O 3.673010 -1.692084 4.026954 -3.10 0.52 -6.15
N 1.807330 -2.264462 2.683569 -3.11 -1.92 0.00
N 3.352822 -1.185454 1.720033 3.44 3.47 -5.65
H 1.353373 -2.803097 3.425021 0.69 -0.16 0.11
H 1.278745 -2.312937 1.763893 1.32 0.25 1.46
H 4.207912 -0.643529 1.685439 -0.13 -0.34 0.16
H 2.899433 -1.338030 0.801591 0.11 -0.02 1.39
C 0.322243 -0.669345 -0.261828 5.41 -6.10 1.17
O 0.710187 -1.789494 0.389475 -2.03 4.00 -3.79
N 0.795415 -0.280305 -1.429220 4.22 -1.79 -3.04
N -0.500930 0.163814 0.138624 -5.04 4.26 5.36
H 1.543487 -0.828562 -1.964432 -1.15 0.71 1.16
H 0.653310 0.660138 -1.833315 -0.06 -0.22 1.09
H -0.888660 0.082333 1.131086 0.73 -0.29 -1.03
H -0.450159 1.147501 -0.122020 -0.06 -0.67 -0.46
C -0.281527 0.721171 3.312550 -1.17 8.14 3.58
O -0.649895 1.947731 3.824928 1.43 -5.57 -2.57
N -1.147657 -0.076642 2.724207 -4.24 -1.15 -0.49
N 0.924437 0.308788 3.247663 4.69 -0.10 0.41
H -2.089828 0.362053 2.714266 0.87 -0.87 0.45
H -1.091275 -1.101612 2.859095 0.02 0.99 -0.45
H 1.759546 0.825419 3.586870 -1.53 -0.26 0.04
H 1.187313 -0.630749 2.923838 -0.58 0.10 0.10
C 0.546291 3.431681 0.484701 -0.17 -1.88 -1.63
C 2.032579 3.414807 0.415817 -1.98 -6.07 6.84
C 2.735057 2.107062 0.258651 -0.07 -2.50 0.30
O 2.500509 4.143490 -0.445235 4.19 8.95 -8.85
H 0.114655 2.763398 -0.328513 0.22 1.38 0.71
H 0.202003 4.431019 0.489441 -0.52 1.03 -0.54
H 0.248141 3.030321 1.407724 -0.51 -0.78 1.40
H 2.373666 3.820085 1.306071 0.13 0.30 3.05
H 2.176419 1.367045 0.786748 -0.04 -0.95 0.95
H 3.790878 2.088152 0.614214 -0.73 0.26 -0.19
H 2.712111 1.699977 -0.764753 0.09 0.66 0.00
H 3.440111 4.307145 -0.316283 -0.07 0.10 -0.29
C 4.124618 0.153631 -3.701270 1.96 0.49 -2.32
C 3.758457 -1.144551 -3.077319 6.43 1.93 1.67
C 3.991398 -1.080706 -1.610245 4.22 -1.34 -0.31
O 2.517592 -1.354488 -3.155239 -8.45 -2.64 -3.62
H 3.495426 0.864647 -3.275563 -1.29 1.66 0.29
H 3.995224 0.094283 -4.834737 -0.09 0.30 1.44
H 5.166686 0.513506 -3.532140 -0.57 -0.61 -0.02
H 4.382142 -1.826638 -3.585116 0.69 -1.83 -0.23
H 3.525708 -0.258004 -1.205204 -0.72 2.29 0.83
H 5.117659 -1.018421 -1.584905 -1.04 0.21 0.98
H 3.669448 -1.907137 -1.010865 -0.12 -1.01 -0.18
H 2.284558 -1.539878 -4.097263 -0.39 0.30 1.00
C -2.952594 1.934018 0.481123 -2.18 -2.46 -1.50
C -3.076089 2.924264 1.558905 7.85 -1.61 -0.72
C -2.987172 4.210112 0.948842 2.68 3.93 0.06
O -4.142451 2.914459 2.226954 -8.47 -3.15 5.16
H -2.610886 0.959404 0.789715 0.22 -0.32 0.33
H -2.370283 2.194339 -0.408938 -0.30 0.25 0.19
H -4.035420 1.698829 0.222695 1.08 0.46 -0.53
H -2.285443 2.656280 2.364680 0.27 1.17 -1.62
H -1.966135 4.435206 0.526252 -1.02 -0.19 0.53
H -3.220165 4.928452 1.732910 0.35 0.46 -0.01
H -3.681018 4.437582 0.186395 -1.05 -0.40 -1.05
H -4.250586 2.010546 2.686974 -0.06 2.27 -0.87
C -3.117473 -4.695660 -1.452233 -1.45 -0.45 1.35
C -2.419788 -3.504406 -0.798321 -6.66 0.05 0.46
C -3.323341 -2.978426 0.433306 1.59 0.89 -0.50
O -1.274524 -3.736489 -0.319802 7.64 -1.98 2.89
H -4.044511 -4.165984 -1.790891 0.31 -1.37 -0.16
H -3.335912 -5.507555 -0.658732 -0.04 1.45 -0.99
H -2.625319 -5.288102 -2.230749 0.21 0.86 -0.19
H -2.326927 -2.700515 -1.445276 -0.73 1.57 -1.78
H -4.325557 -2.896956 0.172220 -1.88 0.50 -0.69
H -2.936262 -1.984595 0.807578 -0.46 -0.61 -0.94
H -3.332420 -3.564745 1.341179 0.21 -1.07 -0.33
H -0.596112 -3.240135 -0.780018 0.53 -0.12 0.33
```
Forces are in eV/Å.

The gap between HOMO and LUMO comes out at 8.434 eV. The maximum force is 13.26 eV/Å. For the energy relative to the best compared isomer or geometry (same formula, charge and spin), the calculation gives 344.6 kcal/mol. The energy is -2128.6428 a.u.